Density functional theory data (ωB97M-V with the def2-TZVPD basis set) for a single C24H29N5O6S2 molecule in a non-equilibrium geometry.

Each line ends with the Löwdin charge.
Geometry (Å):
C (-2.10111, -1.64399, 3.42380)  -0.10
H (-1.10234, -1.68343, 2.99265)  0.06
H (-2.11545, -0.87701, 4.19450)  0.07
H (-2.28972, -2.60894, 3.88720)  0.08
C (-3.15744, -1.35899, 2.36190)  -0.23
H (-3.04381, -0.34858, 1.96493)  0.09
C (-3.11211, -2.37958, 1.22507)  -0.13
N (-1.87875, -2.35137, 0.44098)  0.00
C (-1.05617, -3.43109, 0.53318)  -0.45
O (-1.15163, -4.24103, 1.42954)  0.07
C (0.00838, -3.60233, -0.55860)  -0.08
C (0.75812, -2.37410, -0.90987)  -0.47
C (0.96480, -1.82407, -2.14320)  -0.10
C (1.65012, -0.59410, -2.09651)  -0.12
C (1.99131, -0.24282, -0.82739)  -0.58
S (1.49642, -1.41344, 0.33328)  1.14
S (2.53247, 1.34800, -0.27959)  0.63
O (2.55291, 2.21622, -1.41696)  -0.27
O (1.64398, 1.68884, 0.80481)  -0.31
N (4.06637, 1.32261, 0.34708)  -0.23
C (4.26144, 0.50664, 1.52533)  -0.16
H (4.93494, 1.03262, 2.20966)  0.13
C (4.84487, -0.86715, 1.12622)  -0.18
H (4.37055, -1.67717, 1.68135)  0.12
O (4.58579, -1.12266, -0.23597)  -0.18
C (5.29665, -0.24733, -1.08461)  -0.17
H (4.87579, -0.40692, -2.07873)  0.13
C (5.12687, 1.21940, -0.62731)  -0.15
H (6.04231, 1.59822, -0.16394)  0.13
H (4.85363, 1.86685, -1.45916)  0.11
H (6.36145, -0.52397, -1.09733)  0.13
H (5.92846, -0.89407, 1.30809)  0.13
H (3.28548, 0.41094, 2.00171)  0.10
H (1.86281, 0.02641, -2.94755)  0.13
H (0.60271, -2.26838, -3.05245)  0.13
H (-0.50687, -3.98413, -1.44417)  0.13
H (0.68442, -4.38045, -0.19400)  0.13
C (-1.85097, -1.45333, -0.66435)  -0.13
C (-1.40098, -0.15401, -0.51951)  -0.22
N (-0.98813, 0.32262, 0.67475)  0.20
H (-0.33873, 1.09565, 0.72597)  0.07
H (-0.89571, -0.36911, 1.40248)  0.07
N (-1.39628, 0.69902, -1.59294)  0.08
C (-1.83188, 0.31135, -2.85213)  -0.48
O (-1.81847, 1.05671, -3.80405)  0.09
N (-2.27672, -0.97593, -2.94030)  0.22
C (-2.32885, -1.93599, -1.92776)  -0.43
O (-2.72149, -3.06002, -2.17389)  0.08
H (-2.60082, -1.26898, -3.85526)  0.17
C (-0.96803, 2.08670, -1.44109)  -0.06
C (-1.82972, 2.83712, -0.45977)  -0.21
C (-3.21243, 2.81489, -0.59259)  -0.03
C (-4.01104, 3.50506, 0.30116)  -0.08
C (-3.43369, 4.22983, 1.33037)  -0.09
C (-2.05599, 4.25898, 1.46424)  -0.07
C (-1.25528, 3.56173, 0.57609)  -0.04
H (-0.18034, 3.57461, 0.68623)  0.11
H (-1.60251, 4.82340, 2.26529)  0.10
H (-4.05737, 4.77176, 2.02566)  0.10
H (-5.08511, 3.48183, 0.19133)  0.10
H (-3.66146, 2.25855, -1.40301)  0.12
H (0.08649, 2.12934, -1.15454)  0.10
H (-1.06480, 2.52883, -2.43832)  0.14
H (-3.19178, -3.38576, 1.64406)  0.12
H (-3.94812, -2.21309, 0.53990)  0.13
H (-4.14737, -1.42135, 2.81803)  0.11

Results
Net charge = 0
SMILES = CCCN(C(=O)Cc1ccc(S(=O)(=O)N2CCOCC2)s1)c1c(N)n(Cc2ccccc2)c(=O)[nH]c1=O
Maximum force = 1.1 eV/Å
Calculated total energy = -66766.059 eV
E_HOMO = -8.2 eV
LUMO level = 0.2 eV